Entry 1:
# C44H26N13S2Ti

A molecular structure, C44H26N13S2Ti (wB97M-V/def2-TZVPD, the OMol25 dataset).

```
86
C44H26N13S2Ti, DFT wB97M-V/def2-TZVPD
Ti 0.202 0.501 0.326
C -2.455 -5.617 -1.419
C -2.312 -5.164 -0.116
C -1.484 -4.080 0.173
C -0.818 -3.495 -0.878
C 0.119 -2.368 -1.035
N 0.111 -1.052 -0.991
C 1.394 -1.139 -1.806
C 1.831 -0.532 -3.104
C 1.724 -0.972 -4.415
C 2.368 -0.236 -5.397
C 3.117 0.902 -5.096
C 3.274 1.310 -3.783
C 2.645 0.548 -2.813
C 2.640 0.658 -1.355
N 2.846 1.917 -0.787
C 1.717 2.542 -0.857
N 0.527 1.891 -1.165
C -0.298 2.827 -1.818
N -1.214 2.628 -2.684
C -1.499 1.362 -3.189
N -0.727 0.313 -3.072
C -1.365 -0.756 -3.686
N -1.047 -2.021 -3.555
C -0.307 -2.947 -3.122
N 1.149 -2.604 -1.889
C -0.969 -3.937 -2.202
C -1.792 -5.004 -2.483
C -2.600 -0.295 -4.290
C -3.616 -0.924 -5.005
C -4.702 -0.164 -5.393
C -4.790 1.198 -5.071
C -3.794 1.824 -4.348
C -2.694 1.066 -3.958
C 0.223 4.173 -1.448
C -0.283 5.443 -1.664
C 0.470 6.523 -1.220
C 1.714 6.343 -0.616
C 2.242 5.069 -0.438
C 1.466 3.999 -0.842
N 2.199 -0.400 -0.762
H -3.115 -6.452 -1.620
H -2.863 -5.636 0.687
H -1.387 -3.704 1.181
H 1.148 -1.849 -4.672
H 2.279 -0.550 -6.429
H 3.598 1.452 -5.895
H 3.878 2.166 -3.515
H -1.945 -5.335 -3.502
H -3.560 -1.981 -5.234
H -5.510 -0.630 -5.943
H -5.661 1.761 -5.383
H -3.864 2.870 -4.082
H -1.235 5.576 -2.159
H 0.089 7.528 -1.355
H 2.279 7.208 -0.293
H 3.219 4.912 0.002
S -2.270 0.731 -0.247
C -2.577 -0.519 0.889
S -1.168 -0.874 1.840
C -3.785 -1.148 1.060
C -4.923 -0.788 0.290
N -5.861 -0.496 -0.313
C -3.946 -2.171 2.031
N -4.078 -3.006 2.815
C 1.506 0.226 2.061
C 2.895 0.741 2.089
C 3.968 -0.025 1.611
C 5.256 0.469 1.607
C 5.513 1.747 2.103
C 4.470 2.502 2.639
C 3.185 1.997 2.640
C 6.845 2.272 2.092
N 7.916 2.694 2.084
H 0.957 0.573 2.936
H 1.521 -0.869 2.070
H 3.777 -1.013 1.222
H 6.070 -0.129 1.219
H 4.676 3.478 3.060
H 2.383 2.575 3.074
N 0.233 3.299 2.233
N -0.565 2.319 1.551
H -0.341 4.112 2.432
H 0.953 3.602 1.586
H -1.253 2.747 0.938
H -1.088 1.797 2.249
```

## Properties
* LUMO: 1.34 eV
* gap between HOMO and LUMO: 0.213 Eh
* total charge: -1
* energy above the lowest of the compared OMol25 structures with the same formula, charge and spin: 6.9133 eV

Entry 2:
# C2H14O4S

5 unconnected molecules or ions with the total composition C2H14O4S (wB97M-V/def2-TZVPD, the OMol25 dataset).

```
21
C2H14O4S, DFT wB97M-V/def2-TZVPD
C -0.264 1.528 0.453
C 1.139 1.934 0.063
S 2.407 0.824 0.695
H -1.031 2.068 -0.109
H -0.478 1.698 1.512
H -0.557 0.485 0.308
H 1.228 2.065 -1.012
H 1.308 2.959 0.397
H 2.871 0.386 -0.492
H 0.113 -0.379 -3.389
H 0.010 1.030 -3.040
O -0.510 0.346 -3.485
H 0.062 -1.236 1.869
H -0.727 -0.608 3.018
O -0.401 -1.450 2.683
H -1.766 -2.104 1.672
H -2.291 -1.817 0.218
O -2.556 -2.084 1.101
H 0.936 -1.243 -0.959
H 0.353 -2.667 -0.810
O 0.153 -1.738 -0.693
```

## Properties
* LUMO: -0.11 eV
* gap between HOMO and LUMO: 0.356 Eh
* SMILES: CCS.O.O.O.O
* total charge: 0
* energy above the lowest of the compared OMol25 structures with the same formula, charge and spin: 0.9302 eV

Entry 3:
# C2H4NPS

A single C2H4NPS molecule (wB97M-V/def2-TZVPD, the OMol25 dataset).

```
9
C2H4NPS, DFT wB97M-V/def2-TZVPD
C -0.303 0.439 0.668
C -1.108 -0.354 -0.368
N 0.926 0.982 0.550
P 2.268 0.999 -0.289
S 2.732 -0.916 -0.318
H -0.849 -1.345 -0.662
H -0.623 0.344 1.721
H -0.925 0.262 -1.243
H -2.118 -0.412 -0.059
```

## Properties
* LUMO: -0.80 eV
* gap between HOMO and LUMO: 0.288 Eh
* SMILES: C/C=N\P=S
* total charge: 0
* energy above the lowest of the compared OMol25 structures with the same formula, charge and spin: 0.8071 eV

Entry 4:
# C36H44N4Tc

A molecular structure, C36H44N4Tc (wB97M-V/def2-TZVPD, the OMol25 dataset).

```
85
C36H44N4Tc, DFT wB97M-V/def2-TZVPD
Tc 0.035 0.034 -0.022
C -4.055 2.569 3.971
C -3.796 3.249 2.615
C -2.486 2.848 2.033
C -1.306 3.540 2.068
C -1.020 4.862 2.691
C -0.338 4.725 4.063
C -0.322 2.713 1.404
N -0.890 1.539 0.961
C -2.215 1.605 1.345
C -3.146 0.615 1.090
C -2.899 -0.592 0.452
C -3.896 -1.599 0.202
C -5.339 -1.511 0.556
C -6.141 -0.728 -0.500
C -3.265 -2.630 -0.449
C -1.880 -2.259 -0.572
C -0.896 -3.069 -1.115
C 0.448 -2.754 -1.228
N 0.991 -1.541 -0.856
C 2.332 -1.631 -1.157
C 3.262 -0.623 -0.950
C 3.002 0.601 -0.361
N 1.764 1.014 0.108
C 1.979 2.274 0.644
C 1.008 3.064 1.235
C 3.361 2.655 0.505
C 3.996 1.617 -0.129
C 5.439 1.521 -0.484
C 6.234 0.734 0.574
C 3.960 3.942 0.955
C 3.724 5.072 -0.063
C 2.641 -2.922 -1.728
C 1.467 -3.625 -1.766
C 1.260 -5.007 -2.282
C 0.796 -5.005 -3.750
C 4.000 -3.373 -2.138
C 4.851 -3.811 -0.932
N -1.666 -0.999 -0.032
C -3.873 -3.912 -0.901
C -3.765 -4.999 0.184
H -5.015 2.894 4.368
H -3.280 2.836 4.690
H -4.069 1.483 3.874
H -3.804 4.329 2.755
H -4.604 3.001 1.924
H -1.949 5.418 2.814
H -0.377 5.445 2.027
H -0.979 4.184 4.759
H -0.146 5.714 4.475
H 0.611 4.192 3.990
H -4.160 0.789 1.420
H -5.452 -1.026 1.528
H -5.751 -2.515 0.643
H -5.780 0.296 -0.591
H -7.191 -0.701 -0.214
H -6.063 -1.206 -1.476
H -1.209 -4.042 -1.468
H 4.278 -0.811 -1.264
H 1.319 4.030 1.604
H 5.852 2.525 -0.565
H 5.551 1.038 -1.456
H 6.156 1.213 1.550
H 7.284 0.700 0.291
H 5.867 -0.289 0.670
H 5.032 3.803 1.092
H 3.539 4.227 1.921
H 4.162 4.819 -1.028
H 4.188 5.989 0.297
H 2.660 5.257 -0.213
H 0.525 -5.532 -1.669
H 2.200 -5.552 -2.208
H -0.146 -4.468 -3.865
H 0.657 -6.028 -4.092
H 1.539 -4.527 -4.389
H 4.512 -2.563 -2.661
H 3.916 -4.206 -2.833
H 4.983 -2.999 -0.216
H 5.834 -4.129 -1.277
H 4.384 -4.648 -0.413
H -3.383 -4.259 -1.811
H -4.924 -3.749 -1.138
H -2.723 -5.210 0.427
H -4.231 -5.917 -0.170
H -4.271 -4.687 1.098
```

## Properties
* multiplicity: 2
* LUMO (alpha / beta): -8.06 / -8.76 eV
* gap between HOMO and LUMO (alpha / beta): 0.184 / 0.179 Eh
* total charge: +2
* expectation value of S²: 0.8467

Entry 5:
# C5H8N2

A single C5H8N2 molecule (wB97M-V/def2-TZVPD, the OMol25 dataset).

```
15
C5H8N2, DFT wB97M-V/def2-TZVPD
C 0.139 0.096 2.539
N 0.064 -0.090 1.079
C 1.138 0.681 0.292
C 1.110 0.368 -0.976
C -0.955 -0.079 -2.334
C 0.194 -0.511 -1.467
N -0.723 -0.824 0.534
H 1.154 -0.153 2.862
H -0.589 -0.564 3.006
H -0.067 1.142 2.781
H 1.758 1.331 0.899
H -0.648 -0.111 -3.386
H -1.252 0.947 -2.100
H -1.811 -0.746 -2.207
H 0.489 -1.559 -1.557
```

## Properties
* LUMO: 0.92 eV
* gap between HOMO and LUMO: 0.341 Eh
* total charge: 0
* energy above the lowest of the compared OMol25 structures with the same formula, charge and spin: 4.7039 eV

Entry 6:
# C4H7O2Y

A molecular structure, C4H7O2Y (wB97M-V/def2-TZVPD, the OMol25 dataset).

```
14
C4H7O2Y, DFT wB97M-V/def2-TZVPD
C 0.413 0.158 -0.737
C 0.032 -0.116 0.524
C -1.332 -0.525 0.824
O -2.039 0.150 1.663
Y -3.585 -0.774 3.302
H -0.254 -0.103 -1.567
H 0.740 -0.028 1.353
H -1.853 -0.920 -0.070
H -2.363 -1.935 1.902
O 2.173 0.541 -2.348
C 1.636 0.936 -1.106
H 2.383 0.876 -0.299
H 2.697 -0.256 -2.229
H 1.350 1.995 -1.214
```

## Properties
* LUMO: -10.77 eV
* gap between HOMO and LUMO: 0.203 Eh
* total charge: +2
* energy above the lowest of the compared OMol25 structures with the same formula, charge and spin: 1.4530 eV

no.,E_tot (hartree)
1,-4050.00052
2,-783.71911
3,-872.86366
4,-1697.51636
5,-304.66263
6,-344.58432